No. 1
Formula: C6H9F
Source: the OMol25 dataset
Level of theory: ωB97M-V/def2-TZVPD

Geometry as XYZ:
```
16
Properties=species:S:1:pos:R:3:lowdin_charge:R:1
C 2.20872 -0.89466 1.07911 -0.028
C 1.51847 -0.45279 -0.20174 -0.329
C 0.54579 0.11342 -0.80078 0.037
C 2.00808 0.08625 -1.47441 -0.122
H 3.06718 -1.50284 0.82001 0.077
H 1.55314 -1.33720 1.72239 0.027
H 2.48821 0.03049 1.63635 0.099
H -0.48525 0.31213 -0.93963 0.043
H 2.53397 1.08748 -1.58315 0.081
H 2.20818 -0.59779 -2.43433 0.106
C -2.78185 0.71099 1.03472 0.014
C -3.02230 0.34989 -0.19001 -0.286
F -3.89209 0.99219 -0.95753 0.003
H -3.25990 1.52879 1.65657 0.097
H -2.09584 0.01156 1.50033 0.054
H -2.59451 -0.43791 -0.86792 0.127
```

Summary:
E_tot ... -9080.9571 eV
SMILES ... CC1=CC1.C=CF
Largest force on an atom ... 3.03 eV Å⁻¹
Relative energy (zero: lowest compared OMol25 entry of this formula, charge and spin) ... 3.7371 eV


No. 2
Formula: C6H9F3N
Source: the OMol25 dataset
Level of theory: ωB97M-V/def2-TZVPD

Geometry as XYZ:
```
19
Properties=species:S:1:pos:R:3:lowdin_charge:R:1
C -0.62226 -2.09968 -0.54247 0.077
C -0.23473 0.56062 -2.16124 0.132
C -0.80474 -1.12207 0.34522 -0.106
C 0.23819 2.33650 -0.85284 0.015
C -0.32984 0.25788 0.14999 -0.019
C 1.03046 -1.07836 2.61353 -0.535
N -0.05998 0.91925 -0.97184 -0.176
F 1.11906 0.18508 2.88196 0.175
F 2.12041 -1.69247 2.47481 0.237
F 0.10489 -1.68567 3.32668 0.162
H -0.90611 -3.06157 -0.27334 0.061
H 0.12758 -2.09553 -1.30780 0.079
H -0.62884 -0.42701 -2.48567 0.121
H -0.09504 1.20371 -3.07182 0.141
H -1.32901 -1.18463 1.33607 0.135
H 0.44059 2.88145 -1.85201 0.142
H 1.07769 2.59215 -0.18134 0.120
H -0.73973 2.63300 -0.37015 0.137
H -0.50859 0.87735 0.94226 0.101
```

Summary:
E_tot ... -15998.1438 eV
Charge ... +1
Largest force on an atom ... 6.35 eV Å⁻¹
Relative energy (zero: lowest compared OMol25 entry of this formula, charge and spin) ... 2.2971 eV